Molecular formula: C54H135N9
Method: DFT, the ωB97M-V functional and the def2-TZVPD basis

Bonds (Å) are listed after each position.
Geometry (Å):
1 C 6.46240 -1.59867 -3.65389  C2 1.530, H8 1.086, H9 1.093, H10 1.095
2 C 4.96706 -1.35477 -3.44154  C1 1.530, N3 1.458, H11 1.089, H12 1.095
3 N 4.77223 -0.67467 -2.16696  C2 1.458, C4 1.474, C6 1.454
4 C 3.66314 0.29586 -2.16212  N3 1.474, C5 1.518, H13 1.104, H14 1.091
5 C 3.88214 1.43456 -3.14236  C4 1.518, H15 1.093, H16 1.097, H17 1.088
6 C 4.89854 -1.40526 -0.91597  N3 1.454, C7 1.558, H18 1.096, H19 1.091
7 C 6.20374 -1.01495 -0.16036  C6 1.558, H20 1.091, H21 1.090, H22 1.090
8 H 7.00578 -0.68319 -3.87057  C1 1.086
9 H 6.69822 -2.42608 -4.32744  C1 1.093
10 H 6.87832 -1.99688 -2.72197  C1 1.095
11 H 4.68519 -0.63870 -4.21152  C2 1.089
12 H 4.38599 -2.28195 -3.49174  C2 1.095
13 H 2.74235 -0.27600 -2.37357  C4 1.104
14 H 3.36039 0.76681 -1.22567  C4 1.091
15 H 3.32857 2.29862 -2.76538  C5 1.093
16 H 4.91626 1.77847 -3.01675  C5 1.097
17 H 3.77802 1.32251 -4.21929  C5 1.088
18 H 4.93956 -2.48042 -1.12641  C6 1.096
19 H 4.00976 -1.21181 -0.31335  C6 1.091
20 H 7.01069 -1.64607 -0.53480  C7 1.091
21 H 6.09558 -1.10180 0.92078  C7 1.090
22 H 6.52097 -0.00888 -0.43293  C7 1.090
23 C 6.44353 0.96821 4.80867  C24 1.525, H30 1.089, H31 1.088, H32 1.093
24 C 5.14148 0.71877 5.56146  C23 1.525, N25 1.477, H33 1.097, H34 1.094
25 N 3.95212 1.34406 4.94713  C24 1.477, C26 1.470, C28 1.460
26 C 3.35561 0.39265 3.99822  N25 1.470, C27 1.562, H35 1.086, H36 1.098
27 C 2.31726 1.08926 3.06230  C26 1.562, H37 1.088, H38 1.088, H39 1.088
28 C 3.00896 1.84691 5.94113  N25 1.460, C29 1.518, H40 1.101, H41 1.093
29 C 3.49834 3.15977 6.52503  C28 1.518, H42 1.090, H43 1.091, H44 1.090
30 H 7.18655 0.27393 5.19798  C23 1.089
31 H 6.72114 2.01880 4.86947  C23 1.088
32 H 6.32945 0.77568 3.73883  C23 1.093
33 H 4.93916 -0.34095 5.76225  C24 1.097
34 H 5.20741 1.15998 6.56000  C24 1.094
35 H 4.14428 -0.03362 3.38519  C26 1.086
36 H 2.80387 -0.34866 4.59205  C26 1.098
37 H 2.31546 2.15023 3.30448  C27 1.088
38 H 2.66281 0.92352 2.04409  C27 1.088
39 H 1.33149 0.66593 3.24243  C27 1.088
40 H 2.69143 1.11859 6.70273  C28 1.101
41 H 2.07878 2.02564 5.39487  C28 1.093
42 H 3.22045 3.31067 7.56856  C29 1.090
43 H 3.10354 3.99265 5.94185  C29 1.091
44 H 4.58384 3.24122 6.46078  C29 1.090
45 C -7.02009 -6.49720 -0.68416  C46 1.534, H52 1.091, H53 1.091, H54 1.094
46 C -5.93981 -5.41171 -0.76433  C45 1.534, N47 1.446, H55 1.092, H56 1.101
47 N -6.00704 -4.53700 -1.91421  C46 1.446, C48 1.449, C50 1.451
48 C -6.31008 -5.03985 -3.23907  N47 1.449, C49 1.529, H57 1.093, H58 1.091
49 C -5.45918 -6.24582 -3.63909  C48 1.529, H59 1.099, H60 1.094, H61 1.090
50 C -5.02720 -3.46731 -1.86891  N47 1.451, C51 1.532, H62 1.092, H63 1.100
51 C -3.62772 -3.82507 -2.38020  C50 1.532, H64 1.093, H65 1.091, H66 1.092
52 H -7.82630 -6.33061 0.03106  C45 1.091
53 H -6.46650 -7.41443 -0.47789  C45 1.091
54 H -7.60288 -6.74819 -1.57572  C45 1.094
55 H -5.99588 -4.74638 0.09928  C46 1.092
56 H -4.97669 -5.94219 -0.69961  C46 1.101
57 H -7.33430 -5.34937 -3.46101  C48 1.093
58 H -6.06371 -4.24999 -3.94997  C48 1.091
59 H -5.96979 -7.20024 -3.45020  C49 1.099
60 H -5.23166 -6.29503 -4.70834  C49 1.094
61 H -4.52290 -6.42989 -3.11318  C49 1.090
62 H -5.00349 -2.89429 -0.94001  C50 1.092
63 H -5.37268 -2.67883 -2.55395  C50 1.100
64 H -3.58065 -3.88806 -3.47024  C51 1.093
65 H -3.37035 -4.78222 -1.92479  C51 1.091
66 H -2.85273 -3.08003 -2.18975  C51 1.092
67 C -1.75285 0.57884 1.32718  C68 1.539, H74 1.097, H75 1.095, H76 1.084
68 C -2.30089 -0.62759 0.54391  C67 1.539, N69 1.463, H77 1.088, H78 1.091
69 N -1.72603 -0.72165 -0.79854  C68 1.463, C70 1.429, C72 1.466
70 C -0.72149 -1.71076 -1.02945  N69 1.429, C71 1.566, H79 1.094, H80 1.102
71 C 0.53651 -1.71931 -0.09634  C70 1.566, H81 1.088, H82 1.089, H83 1.092
72 C -1.60371 0.48436 -1.62256  N69 1.466, C73 1.516, H84 1.097, H85 1.090
73 C -2.89582 1.27737 -1.65399  C72 1.516, H86 1.094, H87 1.095, H88 1.089
74 H -0.69257 0.44628 1.57432  C67 1.097
75 H -2.10573 0.67070 2.35977  C67 1.095
76 H -1.84059 1.52468 0.80442  C67 1.084
77 H -2.09681 -1.52578 1.12217  C68 1.088
78 H -3.37865 -0.47920 0.45818  C68 1.091
79 H -0.46027 -1.68214 -2.09143  C70 1.094
80 H -1.03412 -2.76500 -0.96501  C70 1.102
81 H 1.39540 -1.58231 -0.74932  C71 1.088
82 H 0.48361 -2.57607 0.57358  C71 1.089
83 H 0.45621 -0.88395 0.60220  C71 1.092
84 H -0.78894 1.15778 -1.32786  C72 1.097
85 H -1.44173 0.12886 -2.63996  C72 1.090
86 H -3.11147 1.86241 -0.75468  C73 1.094
87 H -2.78817 2.10707 -2.36069  C73 1.095
88 H -3.74682 0.62770 -1.85125  C73 1.089
89 C -2.46238 5.77347 -2.33577  C90 1.546, H96 1.088, H97 1.092, H98 1.089
90 C -2.77069 6.34035 -3.74088  C89 1.546, N91 1.452, H99 1.093, H100 1.096
91 N -3.06032 7.74773 -3.94856  C90 1.452, C92 1.453, C94 1.463
92 C -1.88831 8.60471 -3.99572  N91 1.453, C93 1.536, H101 1.100, H102 1.099
93 C -2.05376 10.06922 -4.42860  C92 1.536, H103 1.084, H104 1.090, H105 1.095
94 C -4.12330 8.27386 -3.09168  N91 1.463, C95 1.536, H106 1.090, H107 1.103
95 C -5.47088 7.53777 -3.07884  C94 1.536, H108 1.091, H109 1.092, H110 1.087
96 H -1.38159 5.75774 -2.21515  C89 1.088
97 H -2.84272 4.74960 -2.31410  C89 1.092
98 H -3.02791 6.25274 -1.53803  C89 1.089
99 H -2.04738 5.98919 -4.48166  C90 1.093
100 H -3.64733 5.86404 -4.19489  C90 1.096
101 H -1.24333 8.48141 -3.11277  C92 1.100
102 H -1.33197 8.21029 -4.85703  C92 1.099
103 H -1.09794 10.57499 -4.49768  C93 1.084
104 H -2.66118 10.00586 -5.33121  C93 1.090
105 H -2.62850 10.57012 -3.64244  C93 1.095
106 H -4.35678 9.30238 -3.36742  C94 1.090
107 H -3.65899 8.30549 -2.09162  C94 1.103
108 H -5.40774 6.46513 -3.26767  C95 1.091
109 H -6.08160 7.88180 -3.91556  C95 1.092
110 H -5.95951 7.73059 -2.12724  C95 1.087
111 C 2.67120 1.45902 -7.16474  C112 1.539, H118 1.097, H119 1.089, H120 1.082
112 C 1.18500 1.78323 -7.39818  C111 1.539, N113 1.459, H121 1.086, H122 1.098
113 N 0.38306 1.63328 -6.18836  C112 1.459, C114 1.443, C116 1.480
114 C 0.48920 0.39591 -5.45392  N113 1.443, C115 1.544, H123 1.096, H124 1.093
115 C -0.30399 -0.74091 -6.13492  C114 1.544, H125 1.088, H126 1.090, H127 1.094
116 C 0.26267 2.76916 -5.24802  N113 1.480, C117 1.496, H128 1.102, H129 1.092
117 C 0.05139 4.13738 -5.81419  C116 1.496, H130 1.092, H131 1.092, H132 1.092
118 H 2.96613 2.22149 -6.43334  C111 1.097
119 H 3.21882 1.68174 -8.07918  C111 1.089
120 H 2.77334 0.48319 -6.70855  C111 1.082
121 H 0.96630 2.72172 -7.89864  C112 1.086
122 H 0.80508 1.00405 -8.07210  C112 1.098
123 H 1.49444 0.02721 -5.21988  C114 1.096
124 H -0.03252 0.51176 -4.50085  C114 1.093
125 H -0.32585 -1.67859 -5.58431  C115 1.088
126 H -1.31309 -0.38830 -6.34695  C115 1.090
127 H 0.17200 -0.87858 -7.11057  C115 1.094
128 H 1.16093 2.71477 -4.61272  C116 1.102
129 H -0.59813 2.51886 -4.62491  C116 1.092
130 H -1.01064 4.26964 -6.03157  C117 1.092
131 H 0.63371 4.38383 -6.70395  C117 1.092
132 H 0.32458 4.93345 -5.11823  C117 1.092
133 C 0.01401 -2.37964 5.80198  C134 1.569, H140 1.085, H141 1.092, H142 1.091
134 C 0.09597 -3.79978 5.14079  C133 1.569, N135 1.443, H143 1.092, H144 1.102
135 N -1.25020 -4.28837 4.96246  C134 1.443, C136 1.453, C138 1.518
136 C -1.25808 -5.32447 3.94352  N135 1.453, C137 1.555, H145 1.098, H146 1.097
137 C -0.76053 -4.88494 2.53774  C136 1.555, H147 1.089, H148 1.095, H149 1.089
138 C -1.97824 -4.81665 6.18543  N135 1.518, C139 1.527, H150 1.084, H151 1.088
139 C -1.07997 -5.62072 7.12332  C138 1.527, H152 1.089, H153 1.097, H154 1.088
140 H -0.86221 -2.34512 6.44105  C133 1.085
141 H -0.10668 -1.66564 4.98466  C133 1.092
142 H 0.95193 -2.08251 6.27253  C133 1.091
143 H 0.75745 -3.62151 4.29099  C134 1.092
144 H 0.76876 -4.45989 5.71088  C134 1.102
145 H -0.76005 -6.26799 4.20347  C136 1.098
146 H -2.29096 -5.53673 3.64182  C136 1.097
147 H -1.14353 -3.89190 2.30582  C137 1.089
148 H 0.33408 -4.89218 2.50426  C137 1.095
149 H -1.05568 -5.61919 1.78890  C137 1.089
150 H -2.78443 -5.34371 5.68847  C138 1.084
151 H -2.30641 -3.87914 6.62953  C138 1.088
152 H -0.88393 -6.66933 6.90296  C139 1.089
153 H -1.60026 -5.67759 8.08774  C139 1.097
154 H -0.14745 -5.11806 7.36943  C139 1.088
155 C 2.82226 -5.33118 0.44907  C156 1.533, H162 1.090, H163 1.094, H164 1.095
156 C 3.51661 -6.32110 1.39204  C155 1.533, N157 1.464, H165 1.098, H166 1.089
157 N 4.73207 -5.78546 2.00677  C156 1.464, C158 1.455, C160 1.455
158 C 4.65320 -4.40202 2.45191  N157 1.455, C159 1.555, H167 1.091, H168 1.088
159 C 3.58532 -4.06455 3.53006  C158 1.555, H169 1.096, H170 1.091, H171 1.088
160 C 5.23025 -6.71927 3.00457  N157 1.455, C161 1.535, H172 1.094, H173 1.100
161 C 5.89382 -7.93185 2.33592  C160 1.535, H174 1.088, H175 1.089, H176 1.090
162 H 2.09000 -4.71166 0.96706  C155 1.090
163 H 2.33321 -5.77441 -0.42294  C155 1.094
164 H 3.51274 -4.68461 -0.10287  C155 1.095
165 H 2.80073 -6.57144 2.18589  C156 1.098
166 H 3.66479 -7.18038 0.74028  C156 1.089
167 H 4.31881 -3.79149 1.61184  C158 1.091
168 H 5.66499 -4.09894 2.71281  C158 1.088
169 H 2.60503 -4.17554 3.05264  C159 1.096
170 H 3.54592 -2.99658 3.75155  C159 1.091
171 H 3.66049 -4.75054 4.37097  C159 1.088
172 H 6.02710 -6.28239 3.61443  C160 1.094
173 H 4.44286 -7.05917 3.69280  C160 1.100
174 H 6.36064 -8.58456 3.07019  C161 1.088
175 H 5.10629 -8.41260 1.75756  C161 1.089
176 H 6.65274 -7.55990 1.64828  C161 1.090
177 C -4.29602 3.17195 1.63791  C178 1.532, H184 1.087, H185 1.091, H186 1.092
178 C -4.28782 4.47030 2.45060  C177 1.532, N179 1.452, H187 1.093, H188 1.098
179 N -3.41801 5.48973 1.89164  C178 1.452, C180 1.452, C182 1.461
180 C -3.68965 6.85888 2.29115  N179 1.452, C181 1.536, H189 1.089, H190 1.100
181 C -3.00017 7.92353 1.42477  C180 1.536, H191 1.089, H192 1.094, H193 1.088
182 C -2.00479 5.14649 1.75128  N179 1.461, C183 1.534, H194 1.089, H195 1.093
183 C -1.34131 5.07398 3.13274  C182 1.534, H196 1.097, H197 1.093, H198 1.088
184 H -3.28137 2.78238 1.66714  C177 1.087
185 H -4.69257 3.37232 0.64198  C177 1.091
186 H -4.89981 2.33928 2.00445  C177 1.092
187 H -5.26433 4.95385 2.36415  C178 1.093
188 H -4.07117 4.21948 3.49742  C178 1.098
189 H -4.75998 7.05798 2.30366  C180 1.089
190 H -3.29655 7.02617 3.30478  C180 1.100
191 H -1.91623 7.81493 1.42770  C181 1.089
192 H -3.27449 7.83417 0.36991  C181 1.094
193 H -3.30094 8.90480 1.78646  C181 1.088
194 H -1.54320 5.85947 1.06902  C182 1.089
195 H -1.84638 4.19844 1.23149  C182 1.093
196 H -1.14489 6.09471 3.48272  C183 1.097
197 H -0.36190 4.61381 3.28685  C183 1.093
198 H -2.01666 4.62776 3.86020  C183 1.088

Orbital gap in eV: 8.41
Highest occupied orbital energy in eV: -7.82
Structure (SMILES): CCN(CC)CC.CCN(CC)CC.CCN(CC)CC.CCN(CC)CC.CCN(CC)CC.CCN(CC)CC.CCN(CC)CC.CCN(CC)CC.CCN(CC)CC
E_tot in Eh: -2630.93023
Energy relative to the best compared isomer or geometry (same formula, charge and spin) in kJ/mol: 506.3
M in g mol⁻¹: 910.737